ORCA calculation (ωB97M-V/def2-TZVPD) on an isolated molecule of C25H30FN3O4S.

Structure (ORCA input):
```
! RIJCOSX wB97M-V def2-TZVPD def2/J DEFGRID3
* xyz 0 1
C 2.28 0.69 0.30
H 1.50 0.81 1.05
H 1.85 0.92 -0.67
H 3.07 1.40 0.51
C 2.81 -0.75 0.30
N 3.15 -1.20 1.64
C 2.51 -2.18 2.30
O 2.88 -2.63 3.37
C 1.21 -2.77 1.70
N 0.19 -1.78 1.49
C -0.44 -1.51 0.32
C -1.28 -0.44 0.47
C -1.16 0.00 1.82
C -1.74 1.03 2.56
C -1.38 1.17 3.88
C -0.47 0.29 4.48
C 0.12 -0.74 3.77
C -0.23 -0.87 2.43
H 0.82 -1.40 4.24
H -0.22 0.43 5.52
H -1.81 1.96 4.47
H -2.43 1.71 2.08
S -2.27 0.25 -0.81
O -1.79 -0.26 -2.07
O -2.34 1.68 -0.66
C -3.96 -0.39 -0.51
C -4.72 -0.10 -1.79
O -5.25 -0.97 -2.45
N -4.75 1.22 -2.10
H -4.10 1.81 -1.59
C -5.03 1.65 -3.46
C -3.74 1.69 -4.23
C -3.24 0.54 -4.82
C -2.00 0.53 -5.42
C -1.25 1.70 -5.40
C -1.72 2.86 -4.82
C -2.97 2.85 -4.23
H -3.34 3.75 -3.76
H -1.10 3.75 -4.83
F -0.03 1.70 -5.98
H -1.60 -0.36 -5.87
H -3.83 -0.36 -4.80
H -5.72 0.92 -3.89
H -5.51 2.63 -3.42
H -3.91 -1.45 -0.33
H -4.35 0.15 0.35
H -0.28 -2.09 -0.57
H 1.42 -3.29 0.76
H 0.87 -3.51 2.43
C 4.27 -0.52 2.31
C 5.45 -1.47 2.54
H 6.28 -0.92 2.96
H 5.77 -1.91 1.60
H 5.16 -2.26 3.22
C 3.81 0.12 3.62
H 2.94 0.75 3.45
H 3.57 -0.64 4.35
H 4.62 0.74 4.02
H 4.59 0.27 1.64
H 2.01 -1.39 -0.08
C 3.99 -0.91 -0.66
H 4.81 -0.24 -0.43
H 3.65 -0.69 -1.67
H 4.36 -1.93 -0.64
*
```

Output
LUMO energy = 0.38 eV
ΔE to the lowest compared entry with this formula, charge and spin = 0.436 eV
SMILES = CC(C)N(C(=O)Cn1cc(S(=O)(=O)CC(=O)NCc2ccc(F)cc2)c2ccccc21)C(C)C